Record 1
46
Properties=species:S:1:pos:R:3 method="wB97M-V/def2-TZVPD" orbital_gap_ev=8.400 fmax_ha_per_bohr=0.1316 smiles="Cc1nc2ccccc2c(-c2ccoc2)c1[C@H](OC(C)(C)C)C(=O)O" homo_energy_ha=-0.3107 e_above_lowest_kj_mol=501.1
C -2.51589 -2.27095 1.27223
C -1.07265 -1.86161 1.63723
N -0.71656 -1.87292 2.91653
C 0.47840 -1.53102 3.39206
C 0.71183 -1.54899 4.84353
C 2.02289 -1.38124 5.42207
C 2.98295 -1.06341 4.44688
C 2.81055 -1.14339 3.03892
C 1.51345 -1.26448 2.48748
C 1.13767 -1.00006 1.18770
C 2.24796 -0.58984 0.17983
C 2.98132 0.62810 0.29192
C 4.19422 0.37845 -0.33845
O 4.19679 -0.76962 -0.87658
C 3.08177 -1.40931 -0.44980
C -0.13925 -1.23528 0.74212
C -0.53743 -0.73611 -0.64119
O -1.96376 -0.23518 -0.54559
C -2.13727 1.19117 -0.27227
C -3.57887 1.57003 -0.09123
C -1.30530 1.70352 0.94505
C -1.83325 1.92931 -1.50008
C -0.44382 -1.82170 -1.75694
O 0.53223 -2.56607 -1.93576
O -1.50786 -1.93898 -2.54595
H -2.67353 -2.27137 0.15323
H -2.75327 -3.35120 1.72334
H -3.17628 -1.53366 1.69821
H -0.20149 -1.91762 5.37531
H 2.23333 -1.46002 6.53024
H 4.02182 -0.89274 4.85240
H 3.54220 -0.86377 2.33655
H 2.61178 1.51263 0.82371
H 4.92299 1.19489 -0.59273
H 2.96262 -2.49308 -0.71663
H 0.17792 0.05863 -0.96760
H -3.86812 2.58077 -0.26228
H -4.12969 1.01608 -0.88353
H -4.08702 1.29285 0.85079
H -1.47235 2.76749 1.20683
H -0.23402 1.49236 0.98334
H -1.57963 1.13796 1.78874
H -2.35848 2.85830 -1.55640
H -0.74410 1.96761 -1.58700
H -2.22108 1.35703 -2.35919
H -2.21939 -1.39736 -2.15125

---

Record 2
57
Properties=species:S:1:pos:R:3 method="wB97M-V/def2-TZVPD" orbital_gap_ev=5.414 total_charge=-2 fmax_ha_per_bohr=0.0318 homo_energy_ha=-0.0502 e_above_lowest_kj_mol=0.0
K 1.66149 -0.20142 0.18947
Br 5.08812 0.07384 -0.72578
C 5.42339 1.90076 -0.28724
C 6.71757 2.31814 -0.38636
C 7.02680 3.66851 -0.08781
C 6.03556 4.52719 0.28400
C 4.68639 4.09096 0.38387
C 3.65840 4.99177 0.75941
C 2.37060 4.54556 0.84924
C 2.05849 3.18812 0.57965
C 2.98930 2.23417 0.20268
C 4.32878 2.73625 0.10460
H 7.49201 1.62741 -0.69070
H 8.05313 4.00974 -0.16173
H 6.26389 5.56488 0.51024
H 3.91369 6.02552 0.96971
H 1.57999 5.23384 1.13315
H 1.00973 2.90706 0.68877
N -2.89595 -0.61423 -0.63170
N -2.46608 -1.79418 -0.02760
C -1.27503 -2.34273 -0.13272
N -1.05003 -3.49670 0.54964
N -0.43425 -1.70497 -0.97459
N 0.76973 -2.24160 -1.26276
O 1.53588 -1.49315 -1.86386
O 1.09036 -3.39872 -0.97293
H -2.19792 -0.35306 -1.31845
H -2.98736 0.13085 0.05750
H -3.07621 -2.12175 0.70422
H -1.37630 -3.42989 1.50882
H -0.08336 -3.79168 0.48602
O -1.05064 -1.91877 3.00726
Cl 0.08476 -1.07808 2.64396
O 0.68258 -0.51690 3.82426
O -0.34895 -0.02933 1.73063
O 1.07948 -1.89545 1.92381
C -9.52604 5.02780 -1.25269
C -8.28690 4.39292 -0.67273
C -7.88170 3.12460 -1.05167
C -6.73528 2.52369 -0.52514
C -6.36564 1.14479 -0.99814
C -5.94756 3.20325 0.42398
Te -4.20388 2.30309 1.23754
C -6.35497 4.49871 0.81247
C -5.57102 5.30414 1.81231
C -7.50552 5.06108 0.26281
H -9.98346 4.37887 -2.00174
H -9.30240 5.98291 -1.73529
H -10.27754 5.22563 -0.48325
H -8.47107 2.57488 -1.78166
H -7.10805 0.76402 -1.70508
H -6.27582 0.45418 -0.15714
H -5.38257 1.14773 -1.47387
H -5.43694 4.74895 2.74301
H -6.07505 6.25174 2.01889
H -4.56103 5.50417 1.44719
H -7.79796 6.05979 0.58025

---

Record 3
54
Properties=species:S:1:pos:R:3 method="wB97M-V/def2-TZVPD" orbital_gap_ev="7.014 / 6.780" total_charge=+1 fmax_ha_per_bohr=0.0170 spin_multiplicity=4 homo_energy_ha="-0.3869 / -0.3900" s2=3.78
Cr -0.03703 0.66370 -0.38059
O 1.90037 -2.19199 -3.18803
C 1.21772 -3.29351 -2.79322
C 1.55833 -4.51163 -3.37632
C 0.88854 -5.66181 -3.01467
C -0.13113 -5.62294 -2.06501
C -0.46206 -4.42752 -1.46845
C 0.21136 -3.24873 -1.81285
C -0.07922 -2.00117 -1.10518
O 0.33449 -0.85056 -1.59406
N -0.70841 -2.04946 0.03906
N -0.82097 -0.79675 0.59843
C -1.55699 -0.68924 1.67158
C -1.78099 0.49707 2.41966
C -2.57130 0.40790 3.58568
C -2.81046 1.50318 4.37181
C -2.25631 2.73690 4.00915
C -1.48321 2.86035 2.87737
C -1.23214 1.75818 2.04582
O -0.51926 1.91057 0.95584
H 1.46786 -1.41418 -2.79938
H 2.34743 -4.51364 -4.11648
H 1.15617 -6.60116 -3.48054
H -0.65971 -6.52650 -1.79431
H -1.24281 -4.37801 -0.72326
H -2.02596 -1.60656 2.01488
H -2.99056 -0.55637 3.84871
H -3.41405 1.41969 5.26439
H -2.44101 3.60634 4.62614
H -1.05096 3.81268 2.59748
Cl 0.24750 2.60461 -1.94222
C -1.50437 2.60269 -2.23018
Cl -2.13654 1.11008 -1.49875
H -1.70306 2.58828 -3.29494
H -1.95583 3.45380 -1.73470
C 6.35108 1.44830 1.55437
C 6.02029 -0.03928 1.66219
C 5.27144 -0.36552 2.95324
C 5.26218 -0.59769 0.43764
N 3.96390 0.02254 0.19406
C 2.74460 -0.40599 0.51255
N 1.88988 0.50422 0.09697
N 2.61067 1.48010 -0.49974
N 3.84756 1.19519 -0.44430
H 6.83717 1.78250 2.47044
H 5.46372 2.06084 1.41367
H 7.02811 1.64202 0.72151
H 6.96408 -0.59001 1.66738
H 4.29229 0.12041 2.98260
H 5.83961 -0.01223 3.81237
H 5.13195 -1.44277 3.06347
H 5.07458 -1.65991 0.58284
H 5.85405 -0.45943 -0.46583
H 2.50254 -1.32952 1.01202

---

Record 4
48
Properties=species:S:1:pos:R:3 method="wB97M-V/def2-TZVPD" orbital_gap_ev="6.867 / 4.976" total_charge=+2 fmax_ha_per_bohr=0.1151 spin_multiplicity=5 homo_energy_ha="-0.5417 / -0.5394" s2=6.14 e_above_lowest_kj_mol=291.6
Mn 0.81013 0.22453 1.47706
Cl -1.26584 -0.43970 2.32149
P -0.40456 -0.34008 -0.42600
C 1.13429 -0.85839 -1.26350
C 1.78819 0.02889 -2.12910
C 3.10568 -0.22125 -2.49960
C 3.78728 -1.33793 -1.99808
C 3.14163 -2.22562 -1.13081
C 1.82906 -1.97945 -0.73781
C -1.45768 -1.76854 -0.84734
C -2.77939 -1.82218 -0.35886
C -3.66520 -2.81497 -0.77356
C -3.20608 -3.85032 -1.60261
C -1.90246 -3.80654 -2.11371
C -1.04500 -2.75300 -1.76856
C -1.32511 0.99771 -1.30403
C -1.83931 2.10025 -0.58168
C -2.36169 3.20331 -1.25574
C -2.50972 3.17412 -2.64986
C -2.10315 2.03247 -3.36520
C -1.50009 0.95718 -2.69526
H -3.10261 -1.08023 0.37482
H -4.71404 -2.79289 -0.44612
H -3.86695 -4.68603 -1.85053
H -1.54849 -4.58514 -2.79142
H -0.06172 -2.70163 -2.24267
H 1.27550 0.93807 -2.47708
H 3.60625 0.45042 -3.20419
H 4.82649 -1.51125 -2.27623
H 3.67135 -3.11179 -0.75939
H 1.34435 -2.63035 0.00249
H -1.78216 2.10988 0.51212
H -2.66711 4.09848 -0.70045
H -2.92055 4.03300 -3.17970
H -2.22042 1.99913 -4.44655
H -1.15400 0.09135 -3.26682
H 1.98567 0.30633 0.61180
H 0.36468 1.01468 0.33715
N 2.00536 1.85863 6.24686
C 2.00316 2.61718 4.93936
C 1.61224 1.48538 3.95617
O 1.79129 0.28946 4.32490
O 1.13666 1.85573 2.81724
H 1.12089 2.10523 6.76569
H 2.79397 2.06749 6.86196
H 1.95821 0.83691 5.93222
H 1.25714 3.44703 4.91342
H 3.05388 2.99441 4.74770

---

Record 5
52
Properties=species:S:1:pos:R:3 method="wB97M-V/def2-TZVPD" orbital_gap_ev=8.674 fmax_ha_per_bohr=0.0337 smiles="CCN(CC)S(=O)(=O)c1cccc(-c2nnc(SCCOc3ccc(Cl)cc3)o2)c1" homo_energy_ha=-0.3175
C -2.17520 -2.46992 1.09545
C -3.63174 -2.13772 1.40220
N -3.80345 -0.81879 1.96122
C -3.97738 -0.63206 3.37845
C -2.74500 -0.97862 4.21360
S -3.61499 0.49129 0.98235
O -4.44371 1.54386 1.49441
O -3.79393 0.05081 -0.36993
C -1.91862 1.08811 1.15010
C -1.56511 1.77329 2.29765
C -0.30443 2.34398 2.39474
C 0.57546 2.25972 1.33349
C 0.20562 1.58330 0.16924
C 1.11639 1.59802 -0.95161
N 2.15480 2.36872 -1.08068
N 2.70949 2.11182 -2.27194
C 1.98982 1.19017 -2.82914
S 2.20287 0.54705 -4.41879
C 1.78032 -1.21058 -4.10060
C 3.01316 -1.96644 -3.60221
O 3.61817 -1.35938 -2.48611
C 2.97501 -1.34458 -1.28528
C 3.50197 -0.47182 -0.33026
C 2.90773 -0.34146 0.90687
C 1.78492 -1.09912 1.20556
Cl 0.99883 -0.90657 2.73307
C 1.27964 -2.00066 0.28799
C 1.86717 -2.11930 -0.95945
O 0.94717 0.81215 -2.04714
C -1.04872 0.98000 0.08553
H -2.10190 -3.48965 0.72317
H -1.80896 -1.78698 0.33342
H -1.55828 -2.37066 1.98496
H -4.05304 -2.85976 2.10565
H -4.20790 -2.17302 0.47404
H -4.24764 0.41764 3.50212
H -4.82697 -1.23962 3.71359
H -2.91256 -0.68657 5.24724
H -1.86409 -0.46013 3.84275
H -2.55313 -2.04858 4.18960
H -2.28815 1.88207 3.08952
H -0.01943 2.87253 3.29133
H 1.54728 2.72532 1.36949
H 1.44810 -1.62054 -5.05195
H 0.96097 -1.22862 -3.38490
H 2.75109 -3.01387 -3.40150
H 3.78847 -1.94035 -4.37215
H 4.36676 0.11594 -0.59358
H 3.30630 0.35167 1.62993
H 0.42666 -2.60880 0.53714
H 1.44936 -2.82492 -1.66028
H -1.37167 0.47247 -0.81026